Entry 1:
DFT (ωB97M-V/def2-TZVPD) results for a gas-phase ion, C11H16N3 (charge +1).

## Properties
Relative energy (zero: lowest compared OMol25 entry of this formula, charge and spin) in kJ/mol: 257.6
Structure (SMILES): NN1c2ccccc2[C@H]2CCC[NH2+][C@H]21
HOMO level in Eh: -0.4261
HOMO-LUMO gap in Ha: 0.3228
Lowest unoccupied orbital energy in Eh: -0.10330

Structure (ORCA input):
```
! RIJCOSX wB97M-V def2-TZVPD def2/J DEFGRID3
* xyz 1 1
C 1.9721 2.4146 -1.9962
C 2.0852 3.0544 -0.8061
C 1.0912 1.3489 -2.1212
C 1.2848 2.7712 0.2583
C 0.2841 1.0269 -1.0974
C 0.3369 1.7882 0.0642
C 0.2112 -2.1511 0.1490
C -0.0927 -1.5610 -1.1195
C -0.9354 -2.1812 0.9860
C -0.7421 -0.0755 -1.0488
C -1.6025 0.1822 0.1305
N -0.7119 1.5664 0.9038
N -0.4119 1.1921 2.2560
N -1.6109 -0.8553 1.2104
H 2.6257 2.6252 -2.8112
H 2.9146 3.7380 -0.5660
H 1.1286 0.7671 -3.1259
H 1.2479 3.2666 1.2412
H 0.4366 -3.2088 -0.0578
H 0.9827 -1.5420 0.4969
H 0.7948 -1.4276 -1.7622
H -0.8015 -2.2483 -1.6564
H -1.6526 -2.9433 0.5808
H -0.8432 -2.5811 1.9694
H -1.3197 0.1090 -1.9059
H -2.5555 0.7380 0.1552
H -1.0981 1.6228 2.8902
H 0.5452 1.4932 2.4999
H -2.4476 -0.9929 1.6408
H -0.9331 -0.2125 1.8938
*
```



Entry 2:
DFT (ωB97M-V/def2-TZVPD) results for 6 unconnected molecules or ions with the total composition C28H53O10PS5.

## Properties
Structure (SMILES): Cc1ccccc1C[PH4].O=S1(=O)CCCC1.O=S1(=O)CCCC1.O=S1(=O)CCCC1.O=S1(=O)CCCC1.O=S1(=O)CCCC1
HOMO level in Eh: -0.2738
HOMO-LUMO gap in Ha: 0.2898
Lowest unoccupied orbital energy in Eh: 0.01604

Structure (ORCA input):
```
! RIJCOSX wB97M-V def2-TZVPD def2/J DEFGRID3
* xyz 0 1
C 5.2228 2.6079 2.5036
C 5.0320 3.4434 1.1873
C 5.9287 4.5764 0.9051
C 5.7029 5.3623 -0.3014
C 4.6388 5.1031 -1.2567
C 3.7681 3.9597 -1.0034
C 3.9895 3.1787 0.2052
C 3.0133 1.9922 0.4729
P 1.3408 2.7592 1.1166
H 4.2084 2.3892 2.9396
H 5.7756 3.2049 3.2743
H 5.7546 1.6477 2.2551
H 6.7615 4.8484 1.5948
H 6.3631 6.2353 -0.4936
H 4.4320 5.7017 -2.1677
H 2.9393 3.6504 -1.6877
H 2.8638 1.3600 -0.4449
H 3.3898 1.2918 1.2715
H 1.5933 2.3066 2.4604
H 0.6606 1.9422 0.1463
H 1.7646 4.0989 0.8140
H 0.0484 3.3101 1.4851
C -1.0769 -1.1324 -3.7585
C -1.4438 -2.1105 -2.6382
C -0.7526 -1.6231 -1.3616
S -0.5757 0.1484 -1.5320
O 0.8343 0.4653 -1.6086
O -1.4618 0.8100 -0.6011
C -1.2710 0.2616 -3.1730
H -1.6932 -1.2830 -4.6458
H -0.0308 -1.2755 -4.0446
H -2.5280 -2.1094 -2.4935
H -1.1483 -3.1304 -2.8800
H -1.3443 -1.8418 -0.4752
H 0.2420 -2.0494 -1.2577
H -0.7628 1.0412 -3.7388
H -2.3303 0.5018 -3.0698
C -3.3802 -4.9246 1.7777
C -2.8129 -6.3371 1.6086
C -2.5998 -6.5700 0.1097
S -2.3064 -4.9553 -0.6102
O -3.3998 -4.6428 -1.5011
O -0.9270 -4.8617 -1.0269
C -2.5206 -4.0254 0.8986
H -3.3608 -4.6037 2.8158
H -4.4035 -4.9011 1.4368
H -1.8548 -6.4103 2.1323
H -3.4764 -7.0913 2.0337
H -1.7403 -7.2109 -0.0815
H -3.4885 -6.9910 -0.3606
H -2.9877 -3.0657 0.6803
H -1.5325 -3.8723 1.3377
C -7.8337 -2.8000 4.3904
C -8.6967 -3.7519 3.5558
C -7.8149 -4.3028 2.4306
S -6.1355 -4.2791 3.0551
O -5.3795 -3.3271 2.2812
O -5.6883 -5.6345 3.2743
C -6.5199 -3.5344 4.6317
H -8.3192 -2.5305 5.3288
H -7.6502 -1.8803 3.8280
H -9.0460 -4.5742 4.1863
H -9.5783 -3.2505 3.1546
H -8.0865 -5.3242 2.1680
H -7.8536 -3.6689 1.5447
H -5.7090 -2.8757 4.9384
H -6.6460 -4.3393 5.3576
C 1.1801 7.3810 -2.3266
C 2.1759 8.1851 -1.4858
C 2.4041 9.5221 -2.1978
S 0.9020 9.8643 -3.1148
O 1.2055 9.8304 -4.5244
O 0.2141 10.9761 -2.5061
C 0.0582 8.3506 -2.6797
H 0.8029 6.5119 -1.7861
H 1.6690 7.0261 -3.2387
H 1.7529 8.3640 -0.4935
H 3.1147 7.6472 -1.3487
H 2.5859 10.3300 -1.4909
H 3.2267 9.4607 -2.9104
H -0.5540 8.0149 -3.5150
H -0.5702 8.5579 -1.8122
C 5.0366 -4.5667 -0.7346
C 5.2432 -3.1863 -0.1030
C 4.0648 -2.3052 -0.5294
S 2.6854 -3.4155 -0.8080
O 2.3442 -3.3820 -2.2091
O 1.6991 -3.2180 0.2267
C 3.5778 -4.9265 -0.4765
H 5.7130 -5.3108 -0.3123
H 5.2236 -4.5118 -1.8108
H 5.2554 -3.2830 0.9863
H 6.1938 -2.7431 -0.4025
H 3.7977 -1.5865 0.2439
H 4.2717 -1.7846 -1.4643
H 3.2101 -5.7227 -1.1215
H 3.4156 -5.1858 0.5709
*
```



Entry 3:
DFT (ωB97M-V/def2-TZVPD) results for a molecular structure, C39H42F3InN6O6.

## Properties
HOMO level (spin up / spin down) in Eh: -0.2723 / -0.2709
HOMO-LUMO gap (spin up / spin down) in Ha: 0.2138 / 0.2413
Lowest unoccupied orbital energy (spin up / spin down) in Eh: -0.05855 / -0.02958

Structure (ORCA input):
```
! RIJCOSX wB97M-V def2-TZVPD def2/J DEFGRID3
* xyz 0 1
In 0.2008 -0.9438 0.1620
C 1.1431 -6.7867 -1.3009
O 0.1018 -5.9021 -0.9075
C 0.3419 -4.5888 -0.7025
O -0.5274 -3.8832 -0.2638
N 1.6071 -4.1650 -1.0082
N 1.8748 -2.7999 -0.9051
H 0.7066 -7.7812 -1.2828
H 1.9806 -6.7490 -0.6021
H 1.4837 -6.5761 -2.3185
H 2.2087 -4.7347 -1.5809
H 1.8696 -2.3266 -1.8019
H 2.7455 -2.6332 -0.4173
O 2.8045 -0.7360 1.1078
C 3.6981 0.0077 0.7368
C 3.8506 0.6384 -0.5606
C 5.0358 1.3563 -0.7512
C 5.3060 1.9509 -1.9568
C 4.4005 1.8549 -3.0253
C 3.2354 1.1674 -2.8592
C 2.8841 0.5365 -1.6187
O 1.7580 -0.0367 -1.4930
N 6.5439 2.6910 -2.1311
O 6.7221 3.2523 -3.1985
O 7.3009 2.7720 -1.1795
H 4.5374 0.2171 1.4300
H 5.7555 1.4342 0.0531
H 4.6407 2.3369 -3.9618
H 2.5114 1.1072 -3.6619
F -1.9534 -2.9754 -7.0332
C -2.6671 -2.1468 -6.2480
F -3.9008 -2.6612 -6.1418
F -2.7760 -0.9792 -6.9113
C -2.0080 -1.9516 -4.9085
C -2.5981 -2.4016 -3.7439
C -1.9378 -2.1649 -2.5445
N -0.7815 -1.5207 -2.4687
C -0.2201 -1.0920 -3.5984
C -0.7902 -1.2909 -4.8444
H -3.5478 -2.9158 -3.7552
H -2.3552 -2.5062 -1.6047
H 0.7098 -0.5548 -3.4722
H -0.3032 -0.9223 -5.7368
C -2.4262 3.4781 2.1845
C -2.0640 2.4968 3.2649
C -2.2117 2.8320 4.6133
C -1.8549 1.9499 5.6322
C -2.0317 2.3368 7.0756
C -1.3241 0.7148 5.3080
C -1.1505 0.3251 3.9541
C -1.5591 1.2526 2.9508
N -0.6429 -0.8193 3.4705
C -0.0023 -1.8327 4.2984
C -1.0527 -2.5727 5.1354
C 0.6317 -2.8294 3.3202
C 1.1312 -1.2651 5.1655
H -3.2935 4.0764 2.4667
H -2.6490 2.9636 1.2520
H -1.6001 4.1650 1.9873
H -2.6221 3.8007 4.8763
H -2.5982 3.2623 7.1705
H -1.0661 2.4858 7.5618
H -2.5602 1.5591 7.6275
H -1.0606 0.0420 6.1098
H -1.4331 0.9566 1.9166
H -1.8077 -3.0083 4.4803
H -1.5592 -1.9241 5.8468
H -0.5753 -3.3826 5.6892
H -0.0946 -3.1637 2.5789
H 1.0040 -3.7020 3.8620
H 1.4723 -2.3650 2.8025
H 0.7956 -0.5650 5.9270
H 1.8571 -0.7551 4.5307
H 1.6420 -2.0897 5.6661
C -4.3533 0.6819 -3.1364
C -3.2223 1.2295 -3.7277
C -2.1462 1.6244 -2.9512
C -2.1829 1.4509 -1.5600
C -3.3105 0.8563 -0.9776
C -4.3944 0.5017 -1.7585
N -1.1047 1.7090 -0.7339
C -0.3112 2.7838 -0.9226
C 0.9464 2.7632 -0.2748
C 1.8384 3.7996 -0.4353
C 1.4902 4.9095 -1.2020
C 0.2319 4.9791 -1.7939
C -0.6617 3.9361 -1.6652
H -5.1901 0.3771 -3.7506
H -3.1762 1.3448 -4.8035
H -1.2551 2.0291 -3.4123
H -3.3116 0.6872 0.0916
H -5.2699 0.0678 -1.2933
H 1.2001 1.9023 0.3281
H 2.8089 3.7519 0.0405
H 2.1888 5.7265 -1.3210
H -0.0511 5.8601 -2.3551
H -1.6500 4.0089 -2.0994
*
```



Entry 4:
DFT (ωB97M-V/def2-TZVPD) results for a molecular structure, C32H51N4O6PSSiTc.

## Properties
Relative energy (zero: lowest compared OMol25 entry of this formula, charge and spin) in kJ/mol: 94.4
HOMO level (spin up / spin down) in Eh: -0.2402 / -0.2476
HOMO-LUMO gap (spin up / spin down) in Ha: 0.2047 / 0.2060
Lowest unoccupied orbital energy (spin up / spin down) in Eh: -0.03551 / -0.04152

Structure (ORCA input):
```
! RIJCOSX wB97M-V def2-TZVPD def2/J DEFGRID3
* xyz 0 2
Tc 0.5917 -1.2560 0.0695
C 0.5307 0.6545 5.3553
Si -1.2114 1.0613 4.8418
C -2.3812 0.0139 5.8741
C -1.6079 2.8689 5.0944
C -1.6654 0.5982 3.0637
C -3.0029 0.6190 2.6952
C -3.4481 0.0931 1.4796
C -2.5268 -0.5262 0.6721
N -1.2250 -0.5404 0.9775
C -0.7738 0.0789 2.0960
S 0.9487 0.1421 2.0806
H 0.6504 0.8520 6.4257
H 1.2693 1.2440 4.8087
H 0.7531 -0.3996 5.1728
H -2.2561 0.2090 6.9444
H -2.1967 -1.0514 5.7031
H -3.4272 0.2121 5.6214
H -1.4799 3.1621 6.1410
H -2.6438 3.0798 4.8125
H -0.9593 3.5033 4.4836
H -3.7291 1.0697 3.3669
H -4.4882 0.1362 1.1898
H -2.8130 -1.0131 -0.2543
O -2.7495 -6.2993 -3.2464
C -2.4924 -5.0681 -3.8928
C -1.8549 -4.1166 -2.9269
C -1.5479 -2.8154 -3.3271
C -0.8769 -1.9910 -2.4604
N -0.5139 -2.3833 -1.2287
C -0.8470 -3.6194 -0.8100
C -1.5092 -4.5063 -1.6486
C -0.4146 -3.9358 0.5540
C -0.7603 -5.0948 1.2256
C -0.2899 -5.3255 2.5067
C -0.7068 -6.5648 3.2530
O -2.1194 -6.6536 3.3922
C 0.5312 -4.3598 3.0765
C 0.8322 -3.2166 2.3698
N 0.3530 -2.9806 1.1392
H -3.0445 -6.9409 -3.8979
H -3.4138 -4.6263 -4.2834
H -1.8100 -5.1991 -4.7382
H -1.8252 -2.4600 -4.3120
H -0.6006 -0.9765 -2.7209
H -1.7387 -5.5088 -1.3180
H -1.4058 -5.8267 0.7550
H -0.2122 -6.6010 4.2259
H -0.4180 -7.4527 2.6926
H -2.4348 -5.8667 3.8488
H 0.9395 -4.5020 4.0696
H 1.4703 -2.4444 2.7749
C -0.3187 1.4736 -4.2313
C -0.7307 2.4968 -3.1748
C -0.9893 3.8482 -3.8196
C -1.9738 2.0362 -2.4163
O 0.3531 2.7443 -2.2510
P 1.2099 1.7016 -1.3656
O 2.1904 -1.5365 -0.4054
O 0.2538 0.5256 -1.0611
O 2.2077 0.9887 -2.3888
C 3.5039 1.3719 -2.8913
C 4.5402 0.9929 -1.8435
C 3.6772 0.5422 -4.1546
C 3.5538 2.8585 -3.2240
H -1.1799 1.2124 -4.8530
H 0.0713 0.5757 -3.7535
H 0.4691 1.8798 -4.8690
H -1.8022 3.7713 -4.5459
H -0.0890 4.2016 -4.3259
H -1.2630 4.5804 -3.0581
H -2.8232 1.9662 -3.1014
H -2.2134 2.7540 -1.6284
H -1.7982 1.0665 -1.9529
H 4.3802 -0.0440 -1.5404
H 4.4116 1.6207 -0.9603
H 5.5519 1.1122 -2.2395
H 3.5056 -0.5119 -3.9234
H 4.6866 0.6607 -4.5532
H 2.9554 0.8518 -4.9147
H 3.6536 3.4467 -2.3163
H 2.6333 3.1577 -3.7317
H 4.3999 3.0694 -3.8830
C 2.2496 3.5563 1.8835
C 1.7143 3.6878 0.4493
C 0.2430 4.1263 0.5425
C 2.5034 4.8108 -0.2445
N 1.9446 2.4094 -0.2225
H 2.3145 4.5392 2.3618
H 3.2418 3.0978 1.8661
H 1.5890 2.9180 2.4779
H 0.1552 5.0050 1.1904
H -0.3628 3.3147 0.9619
H -0.1522 4.3808 -0.4400
H 2.3985 5.7533 0.3074
H 2.1242 4.9664 -1.2570
H 3.5620 4.5435 -0.2872
*
```



Entry 5:
DFT (ωB97M-V/def2-TZVPD) results for a molecular structure, C20H31Cl2N4O3Tl.

## Properties
Relative energy (zero: lowest compared OMol25 entry of this formula, charge and spin) in kJ/mol: 408.4
HOMO level (spin up / spin down) in Eh: -0.2607 / -0.2203
HOMO-LUMO gap (spin up / spin down) in Ha: 0.2413 / 0.2128
Lowest unoccupied orbital energy (spin up / spin down) in Eh: -0.01941 / -0.00747

Structure (ORCA input):
```
! RIJCOSX wB97M-V def2-TZVPD def2/J DEFGRID3
* xyz 0 1
O -0.2109 -1.3905 1.3778
C -0.7899 -2.4293 1.0182
C -1.8870 -2.8362 1.8978
C -1.8757 -2.3288 3.2119
H -1.0887 -1.6242 3.5056
C -2.8430 -2.7579 4.1163
H -2.7966 -2.4088 5.1313
C -3.8840 -3.6352 3.7776
H -4.6411 -3.9548 4.5068
C -3.9406 -4.0080 2.4490
H -4.7682 -4.6356 2.1458
C -2.9728 -3.6605 1.5179
H -3.0354 -3.9982 0.4918
H -0.5774 -3.0153 -0.0129
C 1.4606 -3.9282 0.4377
C 0.7943 -3.0217 -0.5191
H 2.4221 -4.3426 0.1403
H 0.7888 -4.7418 0.7462
H 1.6335 -3.2836 1.2954
C 1.2432 -2.1904 -1.4436
C 2.6003 -2.1741 -2.1066
H 0.6866 -1.2793 -1.7022
H 2.9912 -3.1951 -2.1196
H 3.3433 -1.5727 -1.5653
H 2.5874 -1.8099 -3.1478
Tl 0.2932 0.7028 0.9439
Cl 1.3903 0.6874 3.2150
Cl -1.4783 0.1555 -0.9178
H -2.4625 2.7731 2.8734
H -0.9397 3.8524 4.4036
C -1.6036 2.3891 2.3120
C -0.0652 3.7104 3.7543
N -0.5088 3.3608 2.4097
H -1.8914 2.2203 1.2671
C 0.2576 3.6915 1.3611
O 0.2135 3.0903 0.2587
H 0.5194 4.6396 3.6916
H 0.9624 4.5190 1.5420
H -1.3216 1.4329 2.7957
H 0.5730 2.9123 4.1779
H -0.1665 2.5191 -6.2076
H -2.7124 2.5110 -4.8197
C -0.0819 1.5586 -5.6851
C -2.2980 1.5261 -4.5696
N -0.8531 1.5657 -4.4624
H 0.9611 1.3728 -5.4386
C -0.2552 1.8290 -3.2894
O 0.9782 1.8490 -3.1279
H -2.7180 1.1980 -3.6163
H -0.9374 2.0027 -2.4461
H -0.4634 0.7777 -6.3462
H -2.5931 0.8295 -5.3591
N 2.4963 1.9857 -0.8861
C 3.7559 2.4624 -0.9336
C 4.5305 1.5774 -0.1835
C 3.6567 0.5907 0.2687
N 2.4022 0.8710 -0.1436
H 1.7008 2.3397 -1.4307
H 3.9784 3.3528 -1.4648
H 5.5737 1.6603 0.0198
H 3.8666 -0.2937 0.8835
*
```